Entry 1:
# C2H16NO5

6 unconnected molecules or ions with the total composition C2H16NO5 (ωB97M-V/def2-TZVPD, the Open Molecules 2025 dataset).

Structure (XYZ):
```
24
Properties=species:S:1:pos:R:3:forces:R:3:mulliken_charge:R:1
C 3.402209 -0.909676 -1.889923 0.9 -0.1 1.1 -0.786
C 1.457997 -2.283012 -1.801146 -0.1 1.2 1.0 -0.079
N 2.111524 -1.304819 -1.334349 1.0 -0.1 -0.4 0.132
H 4.174240 -1.333448 -1.237377 -0.1 -0.4 -0.2 0.353
H 3.598990 0.141788 -1.757350 -0.6 0.5 -0.4 0.310
H 3.548791 -1.256583 -2.899358 -0.2 0.0 -0.3 0.307
H 1.828989 -2.782727 -2.656672 0.1 -0.6 -0.7 0.259
H 0.548168 -2.497656 -1.294587 -0.7 -0.6 0.1 0.256
H 1.786681 -0.764183 -0.506011 -0.4 0.2 -0.2 0.286
H 0.222486 0.987455 0.676738 0.3 0.3 -0.1 0.380
H -0.192389 -0.318023 0.002757 0.0 0.4 0.4 0.327
O 0.536694 0.328218 0.039790 -0.2 -0.6 -0.2 -0.733
H -2.572710 -0.699992 0.576348 0.0 0.0 0.0 0.323
H -1.916364 -1.077783 1.900747 0.1 0.0 0.0 0.318
O -1.737068 -0.989737 0.958500 -0.2 0.0 -0.2 -0.654
H 0.122039 2.334381 5.823345 0.1 -0.1 0.3 0.320
H -1.024631 2.916067 6.703242 0.2 -0.1 0.1 0.324
O -0.683410 2.851906 5.807618 -0.3 0.2 -0.4 -0.644
H -5.311224 -0.683892 -3.928685 -0.3 -0.1 -0.4 0.319
H -5.375923 -1.464954 -2.678686 -0.3 -0.3 0.0 0.301
O -5.754469 -1.463452 -3.567454 0.6 0.5 0.3 -0.621
H 0.446043 3.555501 1.810111 -0.1 0.1 -0.1 0.315
H 0.327473 3.663477 0.262035 0.0 0.2 0.1 0.296
O 0.455861 3.051147 0.990367 0.0 -0.5 0.1 -0.613
```
Forces are in eV/Å.

As for the charge: +1. The energy relative to the best compared isomer or geometry (same formula, charge and spin) comes out at 128.7 kJ/mol. The calculation puts the highest occupied orbital energy at -0.4967 Eh. For the HOMO-LUMO gap, the calculation gives 0.336 hartree. The lowest unoccupied orbital energy comes out at -4.39 eV.

***

Entry 2:
# C5H7N3O3

C5H7N3O3 in the gas phase (ωB97M-V/def2-TZVPD, the Open Molecules 2025 dataset).

Structure (XYZ):
```
18
Properties=species:S:1:pos:R:3:forces:R:3:mulliken_charge:R:1
C 1.453459 0.962048 0.731946 0.1 -0.6 -0.5 -0.224
C -1.670075 -0.165361 -0.065156 -1.5 2.3 -1.2 0.219
C 0.073023 0.767292 1.377809 1.4 -2.8 -1.0 -0.760
C 1.044901 0.363944 -1.598342 0.6 -1.4 0.4 -0.001
C -0.280722 -1.727465 1.086088 1.6 -1.4 -0.2 -0.949
N 1.454513 0.832133 -0.553786 0.0 0.1 0.3 -0.041
N -0.623074 -0.403425 0.726087 1.3 2.8 1.4 0.129
N 0.596804 0.697553 -2.865970 -2.3 2.1 2.6 0.918
O -0.638446 0.957195 -2.757399 1.6 -0.6 -1.1 -0.519
O -2.385379 -1.009006 -0.552362 0.2 -0.1 0.1 -0.567
O 1.310126 0.741907 -3.812365 0.5 -0.2 -1.3 -0.555
H 2.429583 0.884515 1.269290 -1.1 0.4 -0.5 0.368
H -1.850229 0.996395 -0.273102 0.4 -2.1 0.5 0.164
H 0.150515 0.729024 2.442723 0.5 -1.1 0.9 0.382
H -0.520617 1.594006 1.354152 -1.8 2.5 -1.2 0.492
H -1.023300 -2.080362 1.785854 0.1 -0.5 0.4 0.320
H -0.294242 -2.399706 0.191510 0.0 0.6 0.7 0.308
H 0.773160 -1.740687 1.513023 -1.4 -0.1 -0.4 0.314
```
Forces are in eV/Å.

The energy relative to the best compared isomer or geometry (same formula, charge and spin) comes out at 671.0 kJ/mol. The calculation puts the highest occupied orbital energy at -0.3348 Eh. For the HOMO-LUMO gap, the calculation gives 0.305 hartree. The lowest unoccupied orbital energy comes out at -0.81 eV.

***

Entry 3:
# C30H88BN6O6

7 unconnected molecules or ions with the total composition C30H88BN6O6 (ωB97M-V/def2-TZVPD, the Open Molecules 2025 dataset).

Structure (XYZ):
```
131
Properties=species:S:1:pos:R:3:forces:R:3:mulliken_charge:R:1
B -0.170052 -0.125022 0.597972 0.1 0.0 0.0 4.788
H 0.215558 0.857538 0.374092 1.6 3.5 -0.8 -0.619
H 0.604558 -0.690722 1.092152 3.0 -2.2 1.6 -1.037
H -1.036832 -0.115192 1.240492 -3.3 0.8 1.9 -0.581
H -0.484252 -0.569592 -0.333628 -1.3 -2.0 -3.4 -1.045
C 1.718308 -3.360232 -3.179498 -0.2 -1.1 0.2 -1.004
N 0.795448 -3.722562 -2.026878 -0.9 1.9 0.9 0.308
C 1.298978 -2.904372 -0.766308 -0.4 -1.9 -0.4 -0.390
C -0.680762 -3.248302 -2.357298 1.2 -1.2 -0.6 -0.961
C 0.812498 -5.245832 -1.712128 0.5 0.0 -0.8 -0.511
C 0.006248 -6.177612 -2.718368 0.8 -1.0 1.0 -0.691
O 0.360828 -6.095822 -4.056038 0.1 1.9 -1.0 -0.483
H 2.689398 -3.816262 -2.986808 0.0 0.0 0.1 0.416
H 1.849198 -2.280762 -3.255178 -0.5 -0.1 0.0 0.173
H 1.310128 -3.857262 -4.059528 0.1 0.4 -0.1 0.460
H 1.458128 -1.836302 -0.914658 -0.4 -0.3 -0.6 -0.453
H 2.230038 -3.363232 -0.433648 0.1 -0.1 -0.3 0.576
H 0.583978 -3.097632 0.033392 -0.1 0.3 -0.2 0.300
H -0.735662 -2.176692 -2.548958 0.3 -0.1 0.5 0.030
H -1.386712 -3.654272 -1.632788 0.4 0.4 0.5 0.468
H -0.973042 -3.746382 -3.281738 0.3 0.0 -0.2 0.600
H 0.558028 -5.388402 -0.661888 -0.9 0.2 -0.2 0.431
H 1.868878 -5.507802 -1.652728 0.2 0.0 -0.7 0.460
H -1.065312 -6.092222 -2.537878 -0.1 0.3 -0.2 0.249
H 0.260388 -7.225562 -2.559258 -0.2 0.1 1.7 0.521
H 0.705298 -6.933212 -4.374958 0.0 0.0 -0.1 0.345
C -2.923662 -4.061632 3.820392 1.3 -0.1 1.3 -0.988
N -1.951172 -3.720622 4.991602 -0.5 1.1 -1.3 -0.101
C -2.658912 -2.499092 5.691952 1.3 -0.8 0.3 -0.868
C -1.783782 -4.845412 6.041462 -0.5 1.6 -1.1 -0.787
C -0.488592 -3.328832 4.465962 -1.8 -0.4 2.6 -1.150
C -0.379282 -2.569632 3.190642 2.8 -1.3 0.5 0.290
O -1.170282 -1.525272 3.052842 -4.3 1.9 0.5 -0.487
H -3.108822 -3.107132 3.327702 -0.2 -0.3 0.0 0.400
H -3.799882 -4.499012 4.298992 -0.1 0.1 -0.3 0.472
H -2.442592 -4.766322 3.142112 -0.1 -0.1 0.1 0.347
H -3.704762 -2.733462 5.890402 0.2 -0.3 -0.1 0.416
H -2.594682 -1.559392 5.143382 0.3 -0.4 -0.4 0.176
H -2.115752 -2.392382 6.630932 -0.2 0.2 0.1 0.507
H -1.713802 -5.777282 5.480362 0.0 0.0 0.5 0.355
H -2.657942 -4.722222 6.680812 0.1 -0.7 0.0 0.385
H -0.894092 -4.570562 6.608032 0.0 -0.4 0.0 0.395
H 0.120988 -4.232432 4.470002 -0.3 -0.2 -0.4 0.385
H -0.143082 -2.804892 5.357142 0.2 0.5 -0.3 0.496
H -0.400992 -3.311122 2.392002 0.0 0.1 -0.6 0.132
H 0.573968 -2.049482 3.284772 1.3 -1.3 -0.3 0.190
H -0.892512 -0.955372 2.331962 0.3 0.2 -0.3 -0.288
C 2.997468 0.229188 -4.617368 0.3 1.5 -0.2 -0.545
N 2.368278 1.640218 -4.619718 -0.6 0.1 0.3 -0.015
C 3.026578 2.596508 -3.611478 1.0 -1.0 -0.2 -0.927
C 2.520688 2.168558 -6.054588 -0.1 -0.1 1.1 -0.836
C 0.872468 1.630838 -4.313498 1.1 -0.1 0.2 -1.393
C 0.515488 1.337968 -2.821588 -1.0 -0.2 -0.1 0.459
O 0.920228 0.123708 -2.216558 1.6 -0.5 -1.8 0.487
H 4.009058 0.454958 -4.954718 0.1 -0.5 0.1 0.510
H 2.500398 -0.365862 -5.383498 -0.1 0.1 0.2 0.370
H 2.992038 -0.233732 -3.630568 -0.2 0.3 -0.1 -0.030
H 3.224318 2.027038 -2.703348 -0.3 0.0 0.0 0.341
H 2.471478 3.501048 -3.362908 -0.4 -0.3 -0.5 0.313
H 4.016378 2.892068 -3.959388 -0.1 0.0 -0.4 0.404
H 2.050698 1.484038 -6.760728 0.2 -0.1 0.2 0.379
H 3.598858 2.234668 -6.200458 -0.3 0.4 -0.4 0.431
H 1.966198 3.106628 -6.080128 0.5 0.2 -0.2 0.425
H 0.442728 1.051488 -5.130678 -0.3 -0.7 0.6 0.481
H 0.591938 2.642718 -4.605908 -0.4 0.1 0.7 0.484
H -0.570152 1.272458 -2.749508 -0.3 0.7 -0.5 -0.091
H 0.836358 2.129838 -2.144768 0.1 0.5 -0.5 0.149
H 0.451398 0.051998 -1.381888 -0.4 0.0 0.6 -1.339
C -0.520362 6.689468 0.059692 -0.2 -1.0 0.2 -0.676
N -1.484032 5.822008 0.834642 -1.2 -0.7 1.2 -0.090
C -0.820972 5.452378 2.166922 -0.2 0.4 -0.4 -0.887
C -2.740292 6.618008 1.210442 1.4 -0.1 -0.1 -0.904
C -1.890082 4.555418 0.044622 1.8 0.6 -1.4 -1.145
C -0.866462 3.419888 0.015422 0.6 -0.6 0.4 0.844
O -0.699082 2.780158 1.239932 -0.9 0.6 1.2 -0.510
H -0.985472 7.164738 -0.803958 -0.1 -0.2 0.1 0.347
H 0.218018 5.940518 -0.226598 0.5 0.7 -0.3 0.326
H -0.120202 7.453638 0.726052 0.0 -0.2 -0.1 0.378
H 0.054048 4.834578 1.965032 -0.5 -0.2 0.2 0.400
H -1.605982 5.026198 2.791612 0.4 -0.5 -0.1 0.357
H -0.472162 6.341568 2.692052 -0.2 0.3 -0.4 0.496
H -2.248102 7.406778 1.779382 -0.9 0.6 -0.1 0.456
H -3.383422 6.037978 1.872292 0.1 -0.1 -0.2 0.414
H -3.245082 6.934978 0.297862 0.1 0.2 0.2 0.357
H -1.843982 4.904368 -0.986978 -0.5 0.2 -0.2 0.388
H -2.899592 4.170598 0.189162 0.1 0.5 0.9 0.287
H 0.152938 3.639298 -0.302038 0.0 1.2 -0.4 0.434
H -1.145362 2.681178 -0.735988 -0.7 0.1 -0.3 -0.260
H -0.569312 1.841978 1.083212 0.2 -0.5 0.1 -0.374
C 3.698708 -0.458812 0.408972 1.7 1.3 0.2 -0.837
N 4.917698 0.256258 1.043412 1.6 -2.1 0.0 -0.082
C 5.895028 -0.854522 1.577362 -1.3 0.6 0.5 -0.932
C 5.839228 1.008458 -0.007428 -2.7 0.5 1.0 -0.718
C 4.386428 1.066818 2.308712 1.1 -1.3 -2.0 -0.527
C 3.582798 2.248178 1.845022 -0.4 0.7 1.5 -0.085
O 4.421698 3.206198 1.275952 0.4 0.0 -0.8 -0.524
H 3.163388 -0.987362 1.197742 0.0 0.1 -0.1 0.174
H 4.086968 -1.144982 -0.343708 -0.2 0.1 0.0 0.478
H 3.121088 0.358628 -0.022588 -0.3 -0.5 -0.1 0.155
H 6.242058 -1.525892 0.791912 -0.2 0.3 -0.2 0.369
H 5.313108 -1.412602 2.310852 0.2 -0.1 0.0 0.419
H 6.750098 -0.389572 2.068052 -0.1 0.1 -0.1 0.440
H 5.120488 1.702018 -0.443878 0.5 0.3 -0.2 0.274
H 6.189118 0.344198 -0.797648 0.2 -0.3 0.6 0.351
H 6.572298 1.559398 0.581782 0.1 -0.3 -0.4 0.361
H 5.303158 1.230748 2.875142 -0.3 0.7 0.1 0.454
H 3.807758 0.298418 2.821332 -0.2 0.3 0.1 0.381
H 3.122978 2.711978 2.717692 -0.1 -0.3 0.5 0.532
H 2.716088 1.974198 1.243482 0.1 -0.3 -0.5 -0.075
H 3.960758 4.047288 1.234802 0.1 0.2 0.1 0.322
C -5.752692 -0.578312 0.017492 -0.2 1.2 0.2 -0.780
N -4.293792 -0.270792 0.126782 1.7 -1.4 -0.8 -0.031
C -4.052622 0.754198 1.239432 0.1 -0.8 -1.5 -0.694
C -3.550382 -1.584172 0.503602 -0.4 0.2 0.3 -0.785
C -3.751372 0.150668 -1.269528 -0.2 -0.3 0.0 0.168
C -4.069972 1.557778 -1.760468 -0.4 1.2 0.9 -0.500
O -5.464162 1.992318 -1.710128 1.9 -1.0 0.1 -0.524
H -6.086552 -0.990482 0.969722 0.0 -0.4 -0.3 0.386
H -5.949892 -1.145042 -0.892478 0.0 -0.3 0.5 0.349
H -6.219302 0.400068 -0.097268 -0.3 -0.2 -0.1 0.459
H -4.783262 1.530838 1.013392 0.3 0.2 0.6 0.389
H -3.011832 1.064068 1.145452 -0.1 0.3 0.1 0.297
H -4.187772 0.247068 2.194762 -0.3 0.3 -0.1 0.333
H -3.879542 -1.786982 1.522722 0.1 -0.2 -0.1 0.491
H -2.460892 -1.564332 0.476802 -0.1 1.0 0.1 -0.023
H -3.783512 -2.434422 -0.137368 -0.8 0.4 -0.2 0.388
H -4.047562 -0.601992 -2.000198 -0.6 -0.2 0.3 0.554
H -2.668822 0.032628 -1.221908 0.1 0.3 0.3 -0.344
H -3.632992 1.778708 -2.734298 -0.4 -0.8 -0.5 0.450
H -3.411802 2.189988 -1.164468 -0.4 0.5 0.6 -0.227
H -5.503782 2.732388 -1.099948 -0.2 0.2 -0.1 0.394
```
Forces are in eV/Å.

As for the charge: +5. The energy relative to the best compared isomer or geometry (same formula, charge and spin) comes out at 53.3 kJ/mol. The calculation puts the highest occupied orbital energy at -0.7607 Eh. For the HOMO-LUMO gap, the calculation gives 0.390 hartree. The lowest unoccupied orbital energy comes out at -10.10 eV.

***

Which of these has the lowest highest occupied orbital energy? C30H88BN6O6

***

Which of these has the lowest energy relative to the best compared isomer or geometry (same formula, charge and spin)? C30H88BN6O6